{
  "formula": "C4H12N2",
  "method": "wB97M-V/def2-TZVPD",
  "elements": ["C", "C", "C", "C", "N", "N", "H", "H", "H", "H", "H", "H", "H", "H", "H", "H", "H", "H"],
  "coordinates": [[2.38370, -0.15096, 0.11933], [0.90633, 0.33680, -0.09285], [0.27825, -0.61577, -1.12143], [-1.20228, -0.77177, -0.97538], [-1.96760, 0.38499, -0.55093], [0.25735, 0.42754, 1.18801], [2.27856, -1.08268, 0.66683], [2.87453, 0.61934, 0.74808], [2.87493, -0.19390, -0.85303], [0.81745, 1.28018, -0.69747], [0.62462, -0.61142, -2.18141], [-0.64487, -1.34622, -0.08569], [-1.58647, -1.53796, -1.66326], [-2.66833, 1.22799, 2.21864], [-2.12554, 0.80277, 2.52242], [-1.34449, 0.55982, 0.40450], [-1.79808, 1.18250, -1.16889], [0.04193, -0.51125, 1.52253]],
  "relative_energy_kj_mol": 370.2,
  "s2": 0.7538,
  "gap_ev": [6.52, 6.44],
  "e_lumo_ev": [4.51, 4.44],
  "homo_energy_ha": [-0.0741, -0.0734],
  "charge": -1,
  "fmax_ev_per_a": 3.118,
  "multiplicity": 2
}